No. 1
The following is a DFT calculation (the ωB97M-V functional and the def2-TZVPD basis) of an isolated ion of composition C7H11N4 and charge +1 in a non-equilibrium geometry.

```
22
Properties=species:S:1:pos:R:3:forces:R:3:mulliken_charge:R:1
C -3.530 -0.746 0.144 0.13 -2.62 -0.40 -0.297
C -1.452 -0.605 -0.109 6.15 0.09 -0.59 0.491
C 0.165 -0.770 -0.378 -7.66 -0.44 1.68 0.124
C -2.023 0.736 -0.156 1.80 0.00 -0.64 0.331
C -0.027 1.685 -0.821 1.28 1.75 4.25 -0.345
C 0.890 -2.012 -0.671 0.47 -0.17 2.80 -1.506
C 1.240 0.721 1.188 2.53 2.18 1.94 -0.952
N -2.422 -1.506 0.077 -1.50 0.55 -0.12 -0.629
N -1.369 1.750 -0.542 -1.35 0.11 0.24 -0.525
N -3.374 0.583 -0.011 -1.79 0.81 1.03 -0.072
N 0.878 0.444 -0.193 1.01 -0.59 -2.23 0.035
H -4.500 -1.233 0.167 0.05 0.35 0.38 0.420
H 0.064 1.902 -1.823 1.22 -0.26 -2.50 0.421
H 0.366 2.517 -0.168 0.37 -0.69 -1.13 0.321
H 0.150 -2.697 -0.935 -1.17 -1.52 -0.20 0.410
H 1.526 -2.483 0.206 -1.04 1.12 -1.76 0.277
H 1.415 -1.864 -1.566 1.52 0.08 -1.22 0.511
H 1.837 1.681 1.278 -0.88 -0.77 -0.61 0.395
H 0.555 0.755 2.017 -1.66 0.11 -0.73 0.401
H 1.938 0.047 1.638 0.65 -1.19 -0.65 0.387
H -4.153 1.272 0.221 1.88 -1.09 -0.71 0.320
H 1.803 0.113 -0.734 -2.01 2.16 1.17 0.483
```
Forces are in eV/Å.

Computed properties:
Lowest unoccupied orbital energy (spin up / spin down) = -0.1648 / -0.1676 hartree
SMILES = CC1=c2nc[nH]c2=NC[N@H+]1C
Net charge = +1
DFT total energy = -13387.0724 eV
Gap between HOMO and LUMO (spin up / spin down) = 7.199 / 7.726 eV
HOMO energy (spin up / spin down) = -11.68 / -12.29 eV
M = 151.193 u



No. 2
The following is a DFT calculation (the ωB97M-V functional and the def2-TZVPD basis) of one molecule with the formula C8H12N2 in a non-equilibrium geometry.

```
22
Properties=species:S:1:pos:R:3:forces:R:3:mulliken_charge:R:1
C 2.664 -0.600 0.895 -3.65 1.19 0.46 -1.075
C 2.231 -0.693 -0.559 -1.87 -0.72 -1.26 -0.543
C 0.751 -0.191 -0.718 2.25 0.44 -1.70 0.464
C -0.419 -1.014 -0.749 0.62 2.24 1.76 -0.796
C -1.589 -0.555 -0.183 0.96 3.26 -0.28 0.702
C -2.817 -1.370 0.105 1.08 1.56 1.81 -1.294
C -1.517 0.865 0.178 1.17 -1.95 -0.87 -0.708
C -0.380 1.638 -0.179 0.36 -0.54 -2.24 0.417
H 3.485 -1.176 0.987 3.13 -1.70 0.52 0.427
H 1.878 -1.128 1.545 0.97 1.23 -0.59 0.263
H 2.886 0.462 1.180 -0.48 -1.05 0.00 0.256
H 2.941 -0.086 -1.152 -0.67 -0.43 -0.10 0.281
H 2.166 -1.744 -0.899 0.77 0.25 0.17 0.313
H -0.382 -1.925 -1.190 0.51 -3.00 -0.69 0.561
H -3.451 -1.625 -0.675 -1.24 0.20 -1.75 0.314
H -3.323 -0.847 0.930 -0.36 -0.22 -0.50 0.345
H -2.538 -2.301 0.500 0.65 -1.36 0.68 0.385
H -2.383 1.308 0.599 -0.55 0.61 0.52 0.274
H -1.141 3.404 0.613 3.22 -0.86 -2.54 0.267
H 0.506 3.447 -0.310 0.57 0.58 0.22 0.246
N -0.343 2.995 -0.079 -4.39 0.63 2.82 -0.487
N 0.772 1.136 -0.838 -3.07 -0.36 3.57 -0.613
```
Forces are in eV/Å.

Computed properties:
Lowest unoccupied orbital energy = 0.0348 hartree
SMILES = CCc1cc(C)cc(N)n1
DFT total energy = -11469.2568 eV
Gap between HOMO and LUMO = 8.582 eV
HOMO energy = -7.63 eV
M = 136.198 u



No. 3
The following is a DFT calculation (the ωB97M-V functional and the def2-TZVPD basis) of a 2-piece molecular cluster, C6H13O2 overall in a non-equilibrium geometry.

```
21
Properties=species:S:1:pos:R:3:forces:R:3:mulliken_charge:R:1
C -1.541 0.706 0.970 -0.73 -0.68 -3.63 -0.936
O -2.006 0.620 -0.370 1.15 -0.37 0.03 -0.818
C -0.177 0.146 1.209 1.60 2.31 2.15 0.174
C -0.101 -1.273 0.865 -0.91 -3.37 -1.48 -0.869
C 1.200 -1.746 0.145 -0.33 0.50 -1.42 -0.552
C 2.679 0.018 -1.033 -0.78 -2.71 -0.52 -0.774
C 1.513 -0.665 -0.964 1.24 -0.37 2.63 -0.359
H -2.202 -0.069 1.365 -0.71 1.06 1.98 0.326
H -1.427 1.786 1.058 -0.94 0.31 1.85 0.376
H 0.571 0.768 0.627 -0.77 -0.76 0.73 0.158
H 0.021 0.393 2.359 0.03 -0.75 -2.04 0.212
H -0.549 -2.006 1.592 1.36 0.68 0.44 0.426
H -0.887 -1.570 0.127 0.32 1.29 -0.24 0.255
H 2.041 -1.784 0.851 -0.03 -0.47 -0.43 0.276
H 0.967 -2.699 -0.428 0.58 0.69 1.12 0.269
H 3.680 -0.388 -0.835 -0.58 0.11 0.96 0.273
H 2.704 0.804 -1.699 0.09 1.85 -1.41 0.353
H 0.613 -0.307 -1.428 -0.27 0.37 -0.34 0.402
H -1.901 1.826 -1.003 -1.12 -0.48 -0.28 0.397
H -3.067 2.727 -1.838 0.79 -0.43 0.49 0.225
O -2.130 2.712 -1.570 -0.01 1.18 -0.61 -0.814
```
Forces are in eV/Å.

Computed properties:
Lowest unoccupied orbital energy = 0.1401 hartree
Net charge = -1
DFT total energy = -10525.4597 eV
Gap between HOMO and LUMO = 7.126 eV
HOMO energy = -3.31 eV
M = 117.168 u



No. 4
The following is a DFT calculation (the ωB97M-V functional and the def2-TZVPD basis) of C48H48BrCl2KN6O3S2 as an isolated structure in a non-equilibrium geometry.

```
111
Properties=species:S:1:pos:R:3:forces:R:3:mulliken_charge:R:1
K -1.101 -0.019 -0.211 0.70 -0.77 -0.17 0.548
Br -0.730 8.413 1.469 -0.01 0.02 -0.02 -0.240
C -0.164 7.195 2.815 0.01 -0.03 0.02 0.157
C -0.975 6.124 3.154 -0.01 -0.05 0.05 -0.599
C -0.559 5.228 4.125 -0.17 0.23 -0.05 0.103
C 0.666 5.403 4.772 -0.10 0.10 0.37 -0.222
C 1.449 6.504 4.432 -0.04 0.06 0.02 0.004
C 1.050 7.395 3.447 0.03 -0.05 0.02 -0.556
N 1.083 4.637 5.897 0.03 0.21 -0.15 -0.885
N 0.846 3.400 6.006 -0.09 -0.20 -0.19 -0.424
C 0.445 2.573 4.975 0.14 0.05 0.10 0.148
C -0.290 1.452 5.394 -0.09 -0.04 0.03 -0.264
C -0.938 0.599 4.539 0.00 0.07 0.06 -1.000
C -0.863 0.770 3.119 0.02 0.13 0.01 0.914
O -1.477 0.068 2.305 -0.04 -0.03 0.38 -0.698
C 0.073 1.838 2.657 0.12 0.01 0.02 -1.124
N 0.308 1.868 1.333 -0.10 0.12 0.09 1.310
C 1.180 2.723 0.851 0.04 -0.04 -0.01 -0.821
C 1.936 3.569 1.674 -0.01 -0.02 -0.01 -1.748
C 1.708 3.553 3.025 0.09 -0.16 -0.08 -0.794
C 0.720 2.703 3.566 0.12 -0.19 -0.06 1.776
H -1.922 5.977 2.652 0.00 0.01 -0.01 0.470
H -1.189 4.382 4.368 0.01 0.05 0.02 0.347
H 2.386 6.650 4.957 -0.01 0.00 0.00 0.424
H 1.675 8.235 3.179 0.00 0.01 -0.01 0.395
H -0.374 1.319 6.469 -0.01 0.00 -0.02 0.401
H -1.530 -0.228 4.908 0.00 0.00 0.01 0.324
H 1.319 2.719 -0.227 -0.02 0.00 0.04 0.468
H 2.694 4.210 1.242 0.00 0.00 0.01 0.480
H 2.302 4.173 3.682 0.04 -0.11 -0.10 0.833
C 4.069 1.038 4.595 0.00 0.04 0.01 -1.643
C 3.794 -0.291 3.877 0.01 -0.03 0.01 2.412
C 4.854 -1.322 4.295 0.01 -0.01 0.02 -1.970
C 2.426 -0.800 4.326 -0.04 0.01 -0.01 -2.316
C 3.858 -0.082 2.364 0.02 0.03 -0.01 0.521
C 5.061 0.371 1.786 -0.04 -0.03 0.04 -0.433
C 5.190 0.583 0.428 0.03 0.01 -0.04 -1.410
C 4.089 0.344 -0.390 -0.04 -0.01 0.03 1.112
S 3.891 0.523 -2.099 0.10 0.04 -0.02 -0.620
C 2.194 0.015 -1.948 -0.15 0.02 0.04 0.208
N 1.841 -0.263 -0.736 0.08 0.00 -0.19 0.530
C 2.883 -0.094 0.159 -0.16 -0.06 0.08 -2.716
C 2.773 -0.311 1.538 -0.01 -0.01 -0.05 1.043
C 1.315 0.001 -3.147 0.13 -0.04 0.22 -0.078
C 1.898 0.337 -4.378 -0.07 -0.02 -0.07 -0.749
C 1.127 0.367 -5.527 0.03 0.01 0.09 -0.862
C -0.236 0.110 -5.411 -0.01 0.01 0.02 -0.818
C -0.783 -0.193 -4.169 0.03 0.08 -0.01 0.448
C -0.052 -0.315 -2.963 0.03 0.17 -0.45 0.487
H 3.963 0.912 5.676 0.02 0.00 -0.03 0.450
H 3.357 1.802 4.274 0.03 -0.05 0.02 0.223
H 5.078 1.405 4.391 -0.01 0.00 -0.01 0.369
H 4.830 -1.468 5.379 -0.01 0.01 -0.03 0.452
H 5.861 -1.001 4.020 -0.01 0.00 0.01 0.321
H 4.665 -2.285 3.815 0.00 0.02 0.00 0.429
H 2.424 -0.930 5.411 0.00 -0.01 -0.02 0.480
H 2.181 -1.761 3.867 0.01 0.02 0.01 0.411
H 1.630 -0.095 4.083 0.07 -0.03 0.02 0.463
H 5.916 0.564 2.423 0.00 0.01 -0.01 0.400
H 6.129 0.931 0.016 -0.01 0.00 -0.01 0.365
H 1.818 -0.650 1.918 0.05 0.01 -0.01 0.641
H 2.955 0.580 -4.459 -0.01 -0.02 0.03 0.377
H 1.572 0.611 -6.485 0.00 0.00 -0.01 0.346
H -0.871 0.165 -6.292 0.00 0.00 0.00 0.403
H -1.869 -0.308 -4.140 0.03 -0.07 0.00 0.141
Cl -7.561 3.867 0.087 0.00 0.01 0.00 -0.297
C -6.309 2.693 -0.275 0.04 0.01 -0.01 0.222
C -6.657 1.348 -0.429 0.03 -0.08 -0.01 -0.744
C -5.688 0.427 -0.713 -0.10 0.04 0.04 0.398
Cl -6.169 -1.244 -0.895 0.05 0.00 -0.02 -0.264
C -4.279 0.734 -0.866 0.02 0.14 -0.05 -0.745
O -3.431 -0.148 -1.113 -0.53 0.26 0.04 -0.053
C -3.993 2.148 -0.711 0.04 0.11 0.01 1.598
C -2.660 2.735 -0.882 -0.30 -0.04 -0.02 -0.548
O -1.630 2.182 -1.189 -0.06 0.47 -0.20 -0.337
C -5.001 3.075 -0.416 -0.03 -0.02 0.01 -0.993
H -7.686 1.032 -0.323 0.00 0.01 0.00 0.428
H -2.655 3.835 -0.707 -0.01 0.00 -0.01 0.039
H -4.728 4.119 -0.305 -0.01 0.00 0.00 0.338
C -4.747 -4.504 -5.313 -0.02 -0.06 -0.02 -1.367
C -4.249 -3.359 -4.441 -0.01 0.05 0.01 -0.190
C -3.412 -3.832 -3.260 0.01 -0.03 0.02 -0.309
C -2.923 -2.651 -2.427 -0.08 -0.12 0.06 0.762
N -2.085 -3.052 -1.308 -0.07 0.05 -0.12 0.195
C -0.824 -3.508 -1.397 0.36 0.07 -0.19 0.060
S -0.081 -4.241 -0.076 -0.03 -0.16 0.19 -0.411
N -0.222 -3.317 -2.600 -0.07 -0.17 0.22 0.473
C 1.194 -3.561 -2.837 -0.09 0.01 0.05 -0.640
C 1.416 -4.706 -3.818 -0.01 0.01 -0.04 -0.904
C 0.978 -6.056 -3.267 -0.02 0.01 0.02 0.044
C 1.184 -7.191 -4.262 0.00 -0.04 -0.05 -1.372
H -5.343 -4.144 -6.155 0.01 0.00 0.02 0.410
H -5.369 -5.194 -4.736 0.01 0.02 0.00 0.313
H -3.911 -5.080 -5.719 0.00 0.02 0.01 0.301
H -5.098 -2.778 -4.068 0.01 -0.01 -0.01 0.255
H -3.652 -2.667 -5.045 0.00 -0.02 0.00 0.272
H -2.556 -4.413 -3.618 0.02 0.01 -0.02 0.054
H -4.002 -4.502 -2.625 -0.01 0.02 -0.02 0.348
H -3.753 -2.092 -2.004 0.00 -0.06 -0.05 -0.071
H -2.398 -1.934 -3.053 0.06 0.06 0.00 -1.109
H -2.502 -3.110 -0.396 0.01 -0.09 0.02 0.302
H -0.557 -2.482 -3.072 0.01 0.11 -0.01 -0.224
H 1.671 -3.775 -1.881 0.03 -0.03 0.02 0.588
H 1.622 -2.633 -3.223 -0.02 -0.02 -0.04 -0.045
H 2.478 -4.741 -4.088 0.00 0.00 0.04 0.361
H 0.868 -4.495 -4.745 0.01 0.01 0.01 0.276
H -0.076 -5.997 -2.980 0.00 0.00 -0.01 0.142
H 1.519 -6.259 -2.339 0.02 -0.01 -0.01 0.284
H 0.611 -7.018 -5.178 0.01 0.00 0.02 0.301
H 0.871 -8.154 -3.852 0.00 0.03 0.00 0.381
H 2.237 -7.279 -4.550 -0.02 0.01 0.02 0.331
```
Forces are in eV/Å.

Computed properties:
Lowest unoccupied orbital energy = 0.1343 hartree
Net charge = -2
DFT total energy = -198724.8914 eV
Gap between HOMO and LUMO = 5.946 eV
HOMO energy = -2.29 eV
M = 1010.993 u